## P
Here is 2 unconnected molecules or ions with the total composition CH5PS from the Open Molecules 2025 dataset. Energies are from ωB97M-V/def2-TZVPD.

Results
**HOMO-LUMO gap**: 8.391 eV

Geometry (Å):
C -1.5962 0.0903 0.6929
S -2.8661 -0.5039 -0.1607
H -0.6994 0.3697 0.1104
H -1.6448 0.3789 1.8221
P 2.0554 0.0822 -0.1756
H 0.9279 0.7155 -0.6893
H 2.6262 -0.1464 -1.5106
H 1.1969 -0.9862 -0.0892

Löwdin atomic charge list, values in e, 2 entries: -0.590 0.568

***

## Q
Here is 3 unconnected molecules or ions with the total composition CH5PS from the Open Molecules 2025 dataset. Energies are from ωB97M-V/def2-TZVPD.

Results
**HOMO-LUMO gap**: 7.536 eV

Geometry (Å):
C -1.4373 0.2742 0.7666
P -0.1089 -0.0795 -0.5203
S 0.1381 1.5626 -1.5645
H -2.2345 -0.4732 0.5812
H -1.0328 0.0609 1.6987
H -1.5903 1.3928 0.7503
H 3.0301 -1.1091 -1.2266
H 3.2356 -1.6287 -0.4854

Löwdin atomic charge list, values in e, 2 entries: -0.434 0.340

***

Most stable: Q. Least stable: P.

***

## P
Here is 2 unconnected molecules or ions with the total composition CH5PS from the Open Molecules 2025 dataset. Energies are from ωB97M-V/def2-TZVPD.

Results
**HOMO-LUMO gap**: 9.438 eV

Geometry (Å):
C 0.5524 -0.4401 0.2320
P 0.5568 1.4683 0.3515
S 0.1523 1.9080 -1.6259
H -0.1950 -0.6422 -0.4604
H 0.2569 -1.0109 1.1007
H 1.4099 -0.9359 -0.1664
H -1.2983 1.4277 0.9357
H -0.7993 0.9898 -1.6649

Löwdin atomic charge list, values in e, 2 entries: -0.447 0.393

***

## Q
Here is a molecular structure, CH5PS from the Open Molecules 2025 dataset. Energies are from ωB97M-V/def2-TZVPD.

Results
**HOMO-LUMO gap**: 9.780 eV

Geometry (Å):
C 0.8771 -0.2798 0.5940
P -1.0127 0.0815 0.2324
S -0.7425 1.7659 -1.0991
H 1.4289 0.3087 1.3255
H 1.1508 -0.1286 -0.4157
H 0.9132 -1.4136 0.8901
H -0.9201 -0.9504 -1.1662
H -1.2852 2.7245 -0.3718

Löwdin atomic charge list, values in e, 2 entries: -0.433 0.435

***

## R
Here is 2 unconnected molecules or ions with the total composition CH5PS from the Open Molecules 2025 dataset. Energies are from ωB97M-V/def2-TZVPD.

Results
**HOMO-LUMO gap (alpha / beta)**: 6.697 / 8.533 eV

Geometry (Å):
C -0.2635 0.1288 -1.2355
P 0.1159 -0.9362 1.4520
S -0.2939 -2.8719 1.6388
H 0.1106 1.1171 -0.9226
H 0.1531 -0.3909 -1.9917
H -1.3040 0.1949 -0.9338
H -0.3817 -0.7581 2.7502
H 1.4611 -0.5904 1.6734

Löwdin atomic charge list, values in e, 2 entries: 0.007 0.295

***

Most stable: Q. Least stable: R.

***

## P
Here is 2 unconnected molecules or ions with the total composition C4H11NO2 from the Open Molecules 2025 dataset. Energies are from ωB97M-V/def2-TZVPD.

Results
**HOMO-LUMO gap (alpha / beta)**: 12.051 / 6.777 eV
**2S+1**: 2
**Charge**: +1

Geometry (Å):
C 1.1565 -1.0024 -0.9692
C 0.0887 -0.6633 -1.9754
C 1.4114 0.1962 -0.0407
N 0.2979 0.4124 0.8250
C 0.0394 1.7475 1.3660
O 2.3850 0.9579 -0.1077
H 0.9201 -1.9048 -0.3224
H 2.0614 -1.3514 -1.6141
H -0.5998 0.1368 -1.6213
H -0.4530 -1.5178 -2.0777
H 0.5331 -0.2170 -2.8917
H -0.2820 -0.3581 1.1316
H 0.9106 2.4251 1.0025
H -0.9445 2.0649 0.9973
H 0.1089 1.6951 2.4524
H -2.7991 -1.6309 1.4672
H -2.2026 -0.2607 0.7982
O -2.6320 -0.7298 1.5801

Löwdin atomic charge list, values in e, 2 entries: -0.160 -0.076

***

## Q
Here is 3 unconnected molecules or ions with the total composition C4H11NO2 from the Open Molecules 2025 dataset. Energies are from ωB97M-V/def2-TZVPD.

Results
**HOMO-LUMO gap (alpha / beta)**: 9.922 / 7.275 eV
**2S+1**: 2
**Charge**: +1

Geometry (Å):
N 1.9849 -0.5995 1.0954
C 0.7712 0.2473 1.1029
C 0.5371 1.0656 0.0685
C -0.7428 1.6155 -0.3372
C -0.8780 2.4201 -1.3804
H 2.2136 -1.0332 1.9999
H 2.7886 -0.4577 0.5584
H -0.0118 -0.0315 1.8936
H 1.4510 1.3085 -0.5382
H -1.5257 1.2480 0.1220
H -1.8207 2.7367 -1.7905
H -0.1613 2.9233 -1.9766
H -0.6396 -2.9415 1.0291
H -1.5382 -1.9404 0.2733
O -0.9707 -2.0024 1.0281
H -0.0559 -1.5013 -0.6645
H -0.5926 -0.5124 -1.6723
O -0.5451 -1.4592 -1.4812

Löwdin atomic charge list, values in e, 2 entries: 0.200 -0.041

***

## R
Here is 2 unconnected molecules or ions with the total composition C4H11NO2 from the Open Molecules 2025 dataset. Energies are from ωB97M-V/def2-TZVPD.

Results
**HOMO-LUMO gap (alpha / beta)**: 10.444 / 3.525 eV
**2S+1**: 2
**Charge**: +1

Geometry (Å):
C 0.1639 -2.2552 0.9605
C -1.1663 -1.7911 0.4339
O 1.2390 -2.2442 -0.0365
H 0.5462 -1.6248 1.7685
H 0.1364 -3.3198 1.1860
H -1.9428 -1.8640 1.1858
H 0.9229 -1.6734 -0.7500
H -1.6201 -2.3221 -0.4134
H -1.2075 -0.7645 0.0306
C -0.1767 2.6634 0.2649
C 0.0190 1.5811 -0.7743
O -0.9396 0.9201 -1.2146
N 1.2594 1.2798 -1.1301
H 0.2561 3.5729 -0.1407
H 0.2977 2.4258 1.2163
H 1.4150 0.5613 -1.8349
H 2.0192 1.9507 -1.2062
H -1.2218 2.9041 0.4541

Löwdin atomic charge list, values in e, 2 entries: -0.115 -0.036

***

## S
Here is 3 unconnected molecules or ions with the total composition C4H11NO2 from the Open Molecules 2025 dataset. Energies are from ωB97M-V/def2-TZVPD.

Results
**HOMO-LUMO gap (alpha / beta)**: 9.020 / 5.417 eV
**2S+1**: 2
**Charge**: +1

Geometry (Å):
C 1.6618 -1.1926 -1.3140
C 1.1020 0.0418 -0.6065
C 1.8446 0.6860 0.3242
C -0.6186 1.4388 -1.4660
N -0.2252 0.3405 -0.9011
H 2.2185 -0.9235 -2.2074
H 2.4558 -1.7139 -0.7667
H 0.7823 -1.9079 -1.5059
H 1.5992 1.5754 0.8761
H 2.9574 0.3955 0.4476
H -1.6770 1.5964 -1.7713
H 0.0134 2.3045 -1.6893
H -1.4176 -2.6500 0.8732
H -0.9498 -1.4290 0.0381
O -1.5037 -1.6734 0.8983
H -0.7541 0.9214 2.4012
H -1.8062 -0.0344 2.0845
O -1.7193 0.8781 2.3393

Löwdin atomic charge list, values in e, 2 entries: 0.005 -0.301

***

Most stable: Q. Least stable: S.

***

## P
Here is a single C10H10N2 molecule from the Open Molecules 2025 dataset. Energies are from ωB97M-V/def2-TZVPD.

Results
**HOMO-LUMO gap**: 7.749 eV

Geometry (Å):
C -0.4420 -1.0316 -2.8528
C -0.4605 -1.0669 -1.2888
C -1.3077 -1.6298 -0.3298
C -1.2407 -1.2863 0.9929
C -0.2340 -0.2897 1.4629
C -0.4770 0.2467 2.8073
C 0.5778 1.3000 2.9701
C 1.3606 1.8338 1.9288
N 1.4038 1.4427 0.6392
C 0.6113 0.3456 0.5079
C 0.3830 -0.0243 -0.9410
N 0.8641 0.8605 -2.0060
H 0.5723 -1.3245 -3.5051
H -1.3937 -1.5617 -3.2033
H -0.4479 0.2440 -2.9877
H -1.8339 -2.5962 -0.5940
H -2.1470 -1.4413 1.5442
H -1.1698 -0.0918 3.5012
H 0.6337 1.5029 4.0017
H 2.0187 2.8294 1.9834
H 0.9374 0.5207 -2.8906
H 1.7913 1.2177 -1.7409

Löwdin atomic charge list, values in e, 2 entries: -0.081 -0.239

***

## Q
Here is 2 unconnected molecules or ions with the total composition C10H10N2 from the Open Molecules 2025 dataset. Energies are from ωB97M-V/def2-TZVPD.

Results
**HOMO-LUMO gap**: 10.318 eV

Geometry (Å):
C -4.0665 -0.7242 -0.0052
C -2.8511 -1.4255 0.1112
C -1.7330 -0.5957 0.0684
N -1.7725 0.7644 0.0359
C -2.9683 1.2961 -0.0290
C -4.1834 0.6390 -0.1032
H -5.1133 -1.1179 0.2057
H -2.7307 -2.4670 0.0353
H -0.6765 -0.9068 -0.1067
H -3.0634 2.4564 -0.0360
H -5.1473 1.1586 0.1101
C 3.9402 0.9494 -0.0697
C 4.3742 -0.4257 0.1219
C 3.2117 -1.2713 -0.0583
N 1.9106 -0.9771 -0.1800
C 1.6063 0.3379 -0.0453
C 2.5637 1.3610 0.0253
H 4.7293 1.8110 0.1823
H 5.3727 -0.6720 0.3185
H 3.3947 -2.3918 0.0372
H 0.4521 0.3782 -0.1378
H 2.4521 2.3952 0.3036

Löwdin atomic charge list, values in e, 2 entries: -0.102 -0.043

***

Most stable: Q. Least stable: P.

***

## P
Here is 2 unconnected molecules or ions with the total composition C10H10N2 from the Open Molecules 2025 dataset. Energies are from ωB97M-V/def2-TZVPD.

Results
**HOMO-LUMO gap**: 10.049 eV

Geometry (Å):
C 2.6375 -1.9147 0.1696
C 2.9299 -2.7457 1.1923
C 2.1227 -2.9115 2.3129
N 1.1040 -2.1573 2.5187
C 0.9527 -1.1726 1.6200
C 1.5774 -1.0748 0.3773
H 3.1360 -1.7970 -0.7267
H 3.7275 -3.3887 1.0293
H 2.2607 -3.8602 2.9113
H 0.4543 0.0006 1.8498
H 1.2828 -0.3743 -0.4061
C -2.3431 0.9601 -0.5880
C -3.1867 1.5868 -1.5145
C -2.7930 2.7479 -2.1457
N -1.5196 3.2254 -1.9987
C -0.7332 2.5857 -1.1198
C -1.0471 1.4593 -0.3664
H -2.8520 0.0339 -0.0960
H -4.2128 1.2871 -1.6799
H -3.4479 3.3527 -2.8099
H 0.2352 3.0921 -0.9267
H -0.2855 1.0653 0.3972

Löwdin atomic charge list, values in e, 2 entries: -0.084 -0.084

***

## Q
Here is 2 unconnected molecules or ions with the total composition C10H10N2 from the Open Molecules 2025 dataset. Energies are from ωB97M-V/def2-TZVPD.

Results
**HOMO-LUMO gap**: 9.816 eV

Geometry (Å):
C -2.3038 2.2534 -0.2806
C -1.0760 2.5947 -0.8760
C 0.1275 2.5287 -0.3306
N 0.3029 2.1384 0.8994
C -0.8344 1.8599 1.5738
C -2.1695 2.0372 1.0801
H -3.3109 2.2146 -0.8107
H -1.4820 3.0065 -1.8362
H 0.8940 3.0495 -0.7863
H -0.7131 1.6243 2.5457
H -3.1600 2.0325 1.8405
C 0.4718 -1.4380 -0.4785
C 1.5962 -1.0499 0.2541
C 2.5917 -2.1484 0.2401
N 2.4144 -3.2973 -0.2145
C 1.2637 -3.6629 -0.7184
C 0.2598 -2.8638 -0.7852
H -0.4679 -0.8031 -0.5874
H 1.8067 -0.0743 0.4974
H 3.3137 -1.9197 1.0377
H 1.1405 -4.7309 -1.0807
H -0.6652 -3.3516 -1.1840

Löwdin atomic charge list, values in e, 2 entries: -0.101 -0.110

***

## R
Here is 2 unconnected molecules or ions with the total composition C10H10N2 from the Open Molecules 2025 dataset. Energies are from ωB97M-V/def2-TZVPD.

Results
**HOMO-LUMO gap**: 10.173 eV

Geometry (Å):
C -3.9424 1.0036 -0.2523
C -3.6963 0.8199 1.1388
C -3.1229 -0.5128 1.3023
N -3.0122 -1.4249 0.2738
C -3.3583 -1.0647 -0.9782
C -4.0297 0.1526 -1.2466
H -4.2108 1.8572 -0.5307
H -3.8024 1.5480 1.9088
H -2.6756 -0.7047 2.3799
H -3.0010 -1.7636 -1.6635
H -4.8251 0.2075 -2.2670
C 2.5457 0.4067 0.2001
C 2.7127 -0.9225 0.2503
C 4.0370 -1.3666 0.1069
N 5.1587 -0.5795 -0.0878
C 4.8016 0.7045 -0.2294
C 3.5341 1.4100 -0.0799
H 1.4788 0.6498 0.2445
H 2.0384 -1.7714 0.2341
H 4.0760 -2.3471 0.2396
H 5.7571 1.2269 -0.6228
H 3.5364 2.4712 -0.3208

Löwdin atomic charge list, values in e, 2 entries: -0.152 -0.007

***

Most stable: P. Least stable: R.

***

## P
Here is 2 unconnected molecules or ions with the total composition CH4N4 from the Open Molecules 2025 dataset. Energies are from ωB97M-V/def2-TZVPD.

Results
**HOMO-LUMO gap**: 10.114 eV

Geometry (Å):
H -1.1297 -1.5257 0.2361
N -2.0166 -1.2022 -0.2387
N -2.0876 0.0063 -0.3151
N -1.0411 0.6682 0.0777
H -0.7963 1.6596 -0.2251
H -0.3084 0.1026 0.6244
C 2.5133 0.0467 0.0292
N 1.9208 -0.7090 -0.5944
H 2.9457 0.9534 0.4060

Löwdin atomic charge list, values in e, 2 entries: 0.039 -0.004

***

## Q
Here is a molecular structure, CH4N4 from the Open Molecules 2025 dataset. Energies are from ωB97M-V/def2-TZVPD.

Results
**HOMO-LUMO gap**: 9.169 eV

Geometry (Å):
C -0.4093 0.4934 0.0332
N 0.5689 1.3186 0.0891
N 0.8236 -0.8340 -0.1970
N 1.5666 0.4192 0.1380
N -1.6575 0.1022 0.0447
H 0.8237 -1.4780 0.4901
H 2.4178 0.6148 -0.5235
H -1.7618 -0.7494 0.5872
H -2.3721 0.1132 -0.6618

Löwdin atomic charge list, values in e, 2 entries: -0.302 0.011

***

## R
Here is a molecular structure, CH4N4 from the Open Molecules 2025 dataset. Energies are from ωB97M-V/def2-TZVPD.

Results
**HOMO-LUMO gap (alpha / beta)**: 9.327 / 8.794 eV

Geometry (Å):
C -0.9162 -0.8253 0.9212
N -0.2826 -1.8132 0.3008
N 0.7871 -0.9363 -0.0800
N 0.2518 -0.0656 0.7812
N 0.1148 2.0680 -0.8031
H -1.8252 -0.6720 1.3871
H 1.7247 -1.3849 -0.0408
H -0.8345 2.0324 -1.3737
H 0.9801 1.5968 -1.0926

Löwdin atomic charge list, values in e, 2 entries: -0.160 0.045

***

Most stable: P. Least stable: R.